# Cl2H2O2P2

A cluster of 2 separate species, Cl2H2O2P2 in total in a non-equilibrium geometry (ωB97M-V/def2-TZVPD, OMol25).

energy relative to the best compared isomer or geometry (same formula, charge and spin) = 0.292 eV
⟨S²⟩ = 2.01
maximum force = 4.359 eV/A
spin multiplicity = 3
total energy = -1754.69636 Eh

Last columns: bonded neighbours and bond lengths (Å).
Element x y z (Å)
1 O -0.767 1.120 1.264  P4 1.452
2 O 0.216 0.204 -1.436  P3 1.495
3 P 0.987 -0.270 -0.246  O2 1.495, Cl6 1.930, H7 1.412, H8 1.400
4 P -1.673 1.374 0.158  O1 1.452, Cl5 1.942
5 Cl -2.450 -0.365 -0.227  P4 1.942
6 Cl 0.151 -1.883 0.404  P3 1.930
7 H 1.346 0.678 0.735  P3 1.412
8 H 2.191 -0.858 -0.651  P3 1.400

natural (NBO) atomic charge list, values in e, 5 entries: atom 1 (O): -0.93, atom 2 (O): -1.08, atom 3 (P): 1.43, atom 4 (P): 1.12, atom 5 (Cl): -0.20